Formula: C3H10N4
Source: OMol25
Level of theory: ωB97M-V with the def2-TZVPD basis set

Results
LUMO energy: 1.029 eV
structure (SMILES): CN1N[C@@]1(C)NN
highest occupied orbital energy: -0.2743 hartree
frontier orbital gap: 8.493 eV
E: -9228.7188 eV
ΔE to the lowest compared entry with this formula, charge and spin: 469.4 kJ/mol
maximum force: 4.99 eV/Å

```
! wB97M-V def2-TZVPD RIJCOSX def2/J DEFGRID3
* xyz 0 1
C -1.885 -0.743 -0.596
N -0.495 -0.769 -0.182
N -0.317 -0.536 1.263
C 0.261 0.379 0.282
C -0.276 1.778 0.160
N 1.496 0.150 -0.369
N 2.580 -0.563 0.189
H -2.464 0.010 -0.059
H -2.332 -1.711 -0.364
H -1.918 -0.570 -1.672
H 0.376 -1.200 1.609
H -1.194 1.888 0.732
H 0.524 2.459 0.441
H -0.509 2.007 -0.880
H 0.887 -0.345 -1.265
H 2.721 -1.354 -0.443
H 2.544 -0.880 1.153
*
```